Entry from the Open Molecules 2025 dataset: a cluster of 7 separate species, C42H35N7O14 in total in a non-equilibrium geometry (the ωB97M-V functional and the def2-TZVPD basis).

```
98
Properties=species:S:1:pos:R:3:forces:R:3
C 0.28640 -2.57842 4.52032 0.07 2.87 1.56
C 0.34320 -3.79032 3.94830 -0.75 -1.24 -0.91
C 1.45908 -4.25019 3.28452 0.71 -0.24 1.36
C 2.63932 -3.44931 3.36407 -0.05 -2.13 -1.16
C 2.56918 -2.18496 3.97421 0.64 0.78 -0.73
C 1.41409 -1.72866 4.56561 -0.28 -0.77 -1.12
N 3.82989 -4.01352 2.77333 -3.31 3.63 2.72
O 3.76269 -5.12831 2.29630 0.42 -2.75 -1.48
O 4.83363 -3.28570 2.86230 2.13 0.56 -0.46
H -0.60391 -2.19734 4.99838 -0.35 -0.20 0.02
H -0.57639 -4.35490 3.99288 0.00 -0.54 -0.14
H 1.52791 -5.31349 3.10830 0.13 0.11 -0.75
H 3.40657 -1.53349 3.77232 0.25 0.06 0.51
H 1.29494 -0.69904 4.86907 0.24 0.03 0.34
C -4.27601 -2.09430 -6.21915 0.64 0.82 0.62
C -4.66764 -2.85488 -7.26967 1.76 -2.17 -1.41
C -3.68972 -3.17955 -8.22725 1.34 2.49 -1.65
C -2.42941 -2.44796 -8.32265 -2.15 -1.27 1.13
C -2.05832 -1.62221 -7.23383 -0.71 -0.75 -2.31
C -2.99590 -1.49886 -6.23595 -0.39 0.64 1.05
N -1.63961 -2.57806 -9.57147 2.71 1.83 -1.32
O -0.69072 -1.74018 -9.78727 -2.71 -1.94 1.40
O -1.90315 -3.42804 -10.40444 -0.47 0.25 1.09
H -4.98352 -1.96835 -5.41294 0.28 0.43 0.28
H -5.56113 -3.45363 -7.36752 -0.43 0.47 0.38
H -4.01092 -3.68140 -9.12801 0.23 -0.52 0.08
H -1.17374 -1.00820 -7.31703 0.14 -0.14 0.32
H -2.70998 -0.81389 -5.45144 -0.20 -0.15 0.37
C -0.25871 5.17484 0.92280 -0.54 -0.09 0.15
C -0.70063 4.15251 1.75073 1.74 -1.95 0.15
C 0.23907 3.25734 2.34303 -1.96 0.67 0.54
C 1.56940 3.59363 2.35902 -0.51 -1.11 1.41
C 1.93492 4.69573 1.69624 1.82 2.05 -2.50
C 1.10086 5.47507 0.88952 -0.20 -0.94 0.76
N 2.61744 2.88279 3.17307 1.40 0.03 -0.91
O 3.80071 3.24953 2.92030 -2.60 -1.24 1.13
O 2.26397 2.01746 3.96592 0.61 1.27 -1.05
H -1.05254 5.57798 0.31147 0.35 0.81 -0.16
H -1.72653 3.83157 1.85527 -0.18 0.34 -0.34
H -0.20665 2.38310 2.79404 0.47 -0.12 0.36
H 2.98339 4.89118 1.52620 0.20 0.09 0.66
H 1.62643 6.21229 0.30072 -0.58 0.23 -0.23
C 1.12199 -3.26352 -1.22461 -1.72 -0.06 -0.96
C 2.45195 -2.94872 -0.97650 -1.62 0.45 -1.36
C 3.20658 -2.49089 -2.05225 0.59 0.54 1.14
C 2.70360 -2.32465 -3.35029 -0.97 -0.62 0.70
C 1.33847 -2.59603 -3.55354 -0.64 0.43 0.82
C 0.50424 -3.04290 -2.50146 2.90 0.09 0.15
N 3.52799 -1.80341 -4.45736 1.82 0.95 1.47
O 4.72498 -1.50966 -4.09024 -3.32 -0.69 -2.12
O 2.99156 -1.63052 -5.55167 1.44 -0.19 1.41
H 0.48952 -3.61616 -0.42334 -0.01 0.01 0.24
H 2.80435 -2.83554 0.03808 0.29 -0.56 0.02
H 4.11872 -2.14135 -1.59159 0.84 0.14 -1.44
H 0.78490 -2.28474 -4.42707 0.57 -0.23 -0.53
H -0.52867 -3.16917 -2.79050 -0.17 -0.24 0.67
C -5.16840 0.91381 8.44311 0.46 -1.34 -0.47
C -3.99762 1.64837 8.48580 -0.67 -1.99 -1.51
C -3.06937 1.39179 7.43000 0.26 2.15 1.97
C -3.25571 0.52767 6.36851 -1.53 -0.27 0.55
C -4.41107 -0.25659 6.36748 -1.60 1.26 1.09
C -5.34885 -0.03364 7.41338 0.51 0.44 -0.50
N -2.31325 0.41705 5.23856 -2.26 -0.29 0.20
O -2.81017 0.30410 4.11203 0.94 0.21 1.04
O -1.17469 0.38618 5.56911 1.88 0.19 -0.61
H -5.85424 0.91868 9.27738 -0.34 0.31 -0.15
H -3.89017 2.28005 9.35518 0.80 0.37 -0.38
H -2.25434 2.07629 7.61323 0.86 -0.43 -1.08
H -4.77366 -0.86251 5.55030 0.64 -0.19 -0.13
H -6.30643 -0.53064 7.36413 0.07 -0.35 0.02
C -0.50330 -0.05377 1.55612 1.48 -0.62 -0.11
C 0.15648 0.47714 0.45228 -0.99 0.30 -0.90
C -0.40185 0.28321 -0.80747 0.91 0.55 -0.29
C -1.50036 -0.50121 -0.95158 -2.20 -1.28 -0.17
C -2.16041 -1.09079 0.12431 0.29 0.98 1.32
C -1.64315 -0.81743 1.40809 -0.41 -0.58 -1.07
N -1.97067 -0.88804 -2.32287 0.24 -3.34 -0.39
O -1.29806 -0.51559 -3.26580 -0.63 0.75 0.17
O -2.79052 -1.85723 -2.44770 1.29 2.87 0.72
H 0.05676 -0.11164 2.47774 -0.33 0.44 0.52
H 1.03570 1.10429 0.45923 0.21 -0.17 0.56
H 0.04761 0.69244 -1.70018 0.13 0.03 0.04
H -3.07548 -1.66180 0.06938 0.20 -0.15 -0.51
H -2.08210 -1.29518 2.27150 -0.04 0.09 0.01
C 2.71318 1.84400 -2.15503 1.28 1.16 -0.66
C 3.78997 2.39395 -1.43683 -0.56 -0.46 0.51
C 3.98684 3.75023 -1.34094 -0.63 1.67 -0.43
C 3.18967 4.61808 -2.13386 1.14 -0.94 0.67
C 2.18931 4.04989 -2.85667 -1.49 1.33 -2.35
C 1.95398 2.71007 -2.96996 0.66 -2.82 2.33
N 3.49741 6.08969 -2.22680 -1.46 -1.03 0.47
O 2.83397 6.76064 -3.06570 2.42 -1.04 2.44
O 4.31537 6.42203 -1.35879 -1.21 1.14 -2.04
H 2.60347 0.76959 -2.15874 -0.23 -0.09 -0.11
H 4.46312 1.77279 -0.86462 -0.15 -0.25 0.11
H 4.64326 4.18945 -0.60433 0.49 -0.17 -0.30
H 1.56454 4.66608 -3.48625 0.07 0.45 0.02
H 1.18512 2.15795 -3.48999 -0.39 0.94 -0.58
```
Forces are in eV/Å.

Properties
Gap between HOMO and LUMO (spin up / spin down): 2.19 / 6.11 eV
Total charge: -1
Spin multiplicity: 2
Max |F|: 5.6 eV Å⁻¹